No. 1
{
  "formula": "C4H8N2O",
  "method": "wB97M-V/def2-TZVPD",
  "smiles": "NN1C=CC[C@H]1O",
  "homo_energy_ev": -8.34,
  "charge": 0,
  "de_lowest_kcal_mol": 97.90,
  "homo_lumo_gap_ev": 9.33,
  "fmax_ev_per_a": 7.3,
  "total_energy_ha": -341.84763,
  "species": ["C", "C", "C", "C", "N", "N", "O", "H", "H", "H", "H", "H", "H", "H", "H"],
  "coordinates": [[-1.494684, 0.673512, -0.171629], [-0.309615, 1.274151, -0.241466], [-1.511021, -0.751301, 0.270679], [0.293287, -0.749928, 0.545255], [0.717013, 0.673802, 0.497779], [2.071882, 0.835828, -0.093632], [0.886170, -1.444602, -0.482937], [-2.375124, 1.117657, -0.695389], [0.010490, 2.250653, -0.685520], [-1.971178, -1.001512, 1.233140], [-1.662452, -1.349528, -0.518520], [0.616572, -1.385457, 1.349878], [2.474632, 1.196654, 0.755274], [2.603646, -0.003522, -0.304011], [0.901750, -0.939244, -1.269306]],
  "atomic_forces_ev_per_a": [[-1.6363, 0.9266, -1.7297], [0.4568, 1.7156, -0.0238], [5.0505, 3.3819, 4.0799], [-2.4050, -0.6677, -0.7177], [0.1454, -2.4934, -0.4766], [-0.8109, 1.3542, 1.3052], [0.5966, -1.6681, -0.0973], [0.7982, -0.2909, 0.5921], [-0.8594, -0.9514, 0.3688], [-0.1957, 0.0263, -0.5073], [-0.7937, -2.6685, -2.4672], [-0.2514, 0.6101, 1.2710], [1.0415, 0.3828, -0.2303], [-0.8571, -0.5182, 0.1057], [-0.2796, 0.8606, -1.4728]]
}

No. 2
{
  "formula": "C4H10O",
  "method": "wB97M-V/def2-TZVPD",
  "smiles": "C=CCO.C",
  "homo_energy_ev": -9.74,
  "charge": 0,
  "de_lowest_kcal_mol": 39.62,
  "homo_lumo_gap_ev": 10.72,
  "fmax_ev_per_a": 2.9,
  "total_energy_ha": -233.58181,
  "species": ["C", "H", "H", "H", "H", "C", "O", "C", "C", "H", "H", "H", "H", "H", "H"],
  "coordinates": [[-1.346843, -2.986859, -1.076316], [-0.579874, -2.685666, -0.321964], [-2.347844, -2.634210, -0.765439], [-1.304704, -4.087605, -1.113504], [-1.090747, -2.374069, -1.950618], [1.464101, 1.690285, 0.850505], [2.360880, 0.566012, 0.587039], [0.292648, 1.448208, -0.127629], [-0.956492, 1.715948, 0.314936], [1.953260, 2.647307, 0.550571], [1.136443, 1.731407, 1.907729], [2.903835, 0.363137, 1.354509], [0.515927, 0.999740, -1.102209], [-1.742204, 1.432619, -0.377860], [-1.258385, 2.173746, 1.270249]],
  "atomic_forces_ev_per_a": [[0.3867, 0.8319, 1.0760], [-0.7850, -0.1413, -0.2733], [0.5185, -0.3686, 0.1153], [-0.0995, 0.6159, -0.6784], [-0.0165, -0.9242, -0.2364], [0.3129, -0.5555, -1.6887], [-0.3769, 0.6656, 0.3696], [-0.7219, 0.7218, 2.6836], [0.7204, -0.6045, -1.4356], [-0.0447, -0.5783, 0.4700], [0.0851, -0.0430, -0.6469], [-0.0691, 0.2268, 0.0369], [-0.1088, 0.2305, 0.4792], [-0.3358, 0.3286, 0.2113], [0.5347, -0.4056, -0.4827]]
}

No. 3
{
  "formula": "C6H8N",
  "method": "wB97M-V/def2-TZVPD",
  "homo_energy_ev": -15.32,
  "charge": 1,
  "de_lowest_kcal_mol": 117.08,
  "homo_lumo_gap_ev": 9.53,
  "fmax_ev_per_a": 4.6,
  "total_energy_ha": -287.76966,
  "species": ["C", "C", "C", "C", "C", "C", "N", "H", "H", "H", "H", "H", "H", "H", "H"],
  "coordinates": [[0.571712, 0.269606, 1.650441], [0.796844, -0.256873, 0.179813], [-0.117365, 0.630557, -0.729618], [-0.060270, -1.594335, -0.084117], [-0.407974, -0.706898, -1.172586], [-0.637942, 1.701166, 0.451654], [-0.181119, 1.275589, 1.702639], [1.209199, -0.197973, 2.429615], [1.782539, -0.204113, -0.394937], [0.253821, 1.340255, -1.503281], [0.422975, -2.471081, -0.327902], [-0.711735, -1.592201, 0.797006], [-0.315992, -0.964572, -2.232991], [-0.130382, 2.523030, 0.104850], [-1.813137, 1.923734, 0.434893]],
  "atomic_forces_ev_per_a": [[0.9163, 0.4246, -0.9617], [2.0611, -0.2263, -1.6304], [-1.1712, 1.2717, 0.6761], [-0.9396, 2.6323, 0.9802], [-0.3131, 0.8955, 0.1428], [-4.0750, -1.8623, -0.8467], [0.8604, -1.1015, 0.6216], [-0.8891, 0.4551, -0.2245], [-0.7782, -0.6301, 1.8432], [-0.2233, -1.0537, 0.2632], [0.6988, -2.0006, -0.4279], [-0.0068, -0.4686, -0.4236], [0.2744, -0.0725, 0.2784], [0.9532, 2.4297, -0.1987], [2.6319, -0.6933, -0.0921]]
}

Which LUMO energy belongs to each record? In order, 1.0, 1.0, -5.8 eV.